38
Properties=species:S:1:pos:R:3:nbo_charge:R:1 method="wB97M-V/def2-TZVPD" spin_multiplicity=1 e_tot_ha=-2073.59690 e_homo_ev=-7.72
S -0.64 -4.24 3.13 -0.121
N 1.34 1.18 -1.38 -0.459
O 0.30 -0.13 0.12 -0.419
S 1.33 -3.76 0.97 0.485
S 2.43 -1.38 -0.87 0.394
C -0.06 -3.26 1.91 -0.114
C 1.39 -2.13 0.28 -0.518
C 0.37 -1.34 0.70 0.438
C 1.37 0.03 -0.74 0.382
C 4.52 2.20 -2.97 -0.204
C 4.20 1.95 -4.33 -0.222
C 3.52 1.98 -2.01 -0.228
C -2.78 -1.84 2.37 -0.117
C -1.33 0.06 2.67 -0.184
C -3.84 -1.16 2.97 -0.234
C -2.37 0.74 3.29 -0.215
C 2.99 1.33 -4.66 -0.190
C 2.30 1.36 -2.36 0.105
C -1.50 -1.27 2.25 0.078
C -3.65 0.14 3.45 0.010
C 2.04 1.02 -3.69 -0.040
N -0.45 -1.92 1.66 -0.411
C -4.80 0.81 4.20 -0.630
C 0.74 0.35 -4.13 -0.634
H 5.46 2.54 -2.66 0.211
H 4.91 2.12 -5.12 0.211
H 3.73 2.24 -0.98 0.217
H -2.93 -2.84 2.00 0.220
H -0.38 0.54 2.48 0.219
H -4.78 -1.66 3.07 0.217
H -2.15 1.73 3.68 0.219
H 2.72 1.15 -5.69 0.208
H -4.42 1.33 5.08 0.221
H -5.30 1.52 3.55 0.224
H -5.51 0.04 4.50 0.217
H 0.25 -0.11 -3.27 0.219
H 0.93 -0.40 -4.90 0.219
H 0.03 1.08 -4.56 0.225

=====

31
Properties=species:S:1:pos:R:3:nbo_charge:R:1 method="wB97M-V/def2-TZVPD" spin_multiplicity=1 e_tot_ha=-658.72432 e_homo_ev="-7.33 / -7.33" relative_energy_kj_mol=394.4
B 0.35 -0.71 0.29 1.137
C -3.72 0.31 0.08 -0.189
C -2.91 0.50 -1.06 -0.195
C -3.19 -0.14 1.23 -0.219
C -1.56 0.10 -0.97 -0.160
C -1.95 -0.62 1.33 -0.140
C -1.11 -0.50 0.18 -0.541
C 1.71 1.78 0.47 0.681
C 2.69 -1.61 0.08 -0.410
C 0.67 -2.84 -0.57 -0.402
C 0.75 3.01 -1.31 -0.241
C 1.60 1.14 1.72 -0.657
N 1.33 -1.58 -0.08 -0.738
O 2.64 1.43 -0.23 -0.706
O 0.83 2.78 0.12 -0.536
H -4.74 0.68 0.08 0.218
H -3.25 1.05 -1.93 0.220
H -3.87 -0.49 1.99 0.213
H -0.89 0.10 -1.76 0.209
H -1.50 -1.22 2.15 0.220
H 3.04 -2.23 0.97 0.183
H 3.11 -2.06 -0.78 0.193
H 3.12 -0.64 0.17 0.268
H 1.12 -3.27 -1.50 0.210
H 0.77 -3.67 0.18 0.193
H -0.37 -2.62 -0.55 0.220
H 0.73 2.14 -1.82 0.177
H 1.54 3.82 -1.62 0.188
H -0.21 3.49 -1.35 0.184
H 0.86 1.44 2.45 0.207
H 2.39 0.44 2.04 0.216